1.
# C3H4O2S2

The molecule C3H4O2S2 (ωB97M-V/def2-TZVPD, OMol25).

Output
**Total charge**: 0
**SMILES**: CSC(=S)C(=O)O
**HOMO level**: -9.053 eV
**E_tot**: -28941.05323 eV
**ΔE to the lowest compared entry with this formula, charge and spin**: 0.0 kJ/mol

Each line ends with the Mulliken charge.
Atoms and positions in Å:
C 1.11852 -1.05314 1.68811  -0.9796
S -0.24542 -0.05848 1.17579  0.0834
C 0.01047 0.13261 -0.53749  0.1637
S 1.27711 -0.31967 -1.43323  -0.2013
C -1.16079 0.90364 -1.10415  0.5146
O -2.04233 1.31577 -0.36251  -0.5642
O -1.18392 1.11171 -2.41781  -0.4141
H 0.91802 -1.24159 2.73378  0.3516
H 1.12461 -2.01371 1.21932  0.3468
H 2.05993 -0.57617 1.56799  0.3415
H -1.87620 1.79904 -2.52978  0.3576

2.
# C4H7NO

A structure of composition C4H7NO (ωB97M-V/def2-TZVPD, OMol25).

Output
**Total charge**: 0
**HOMO level**: -7.491 eV
**E_tot**: -7796.09742 eV
**ΔE to the lowest compared entry with this formula, charge and spin**: 342.2 kJ/mol

Each line ends with the Mulliken charge.
Atoms and positions in Å:
C -1.50774 -0.10801 -0.44842  -1.1574
C -0.46704 -0.18894 0.63599  -0.1035
N 0.74350 -0.76782 0.34219  -0.1369
C 1.47661 -0.28994 -0.68404  -0.5256
C 0.48161 1.56243 0.46396  0.1254
O 0.74782 2.27275 1.34348  -0.3177
H -1.80490 -1.10665 -0.79510  0.2902
H -1.15304 0.46717 -1.30965  0.3048
H -2.39859 0.39655 -0.06264  0.3519
H -0.83735 -0.46290 1.62288  0.4336
H 1.28050 -1.06078 1.14839  0.2440
H 0.97280 -0.09370 -1.61980  0.2085
H 2.51650 -0.59636 -0.72820  0.2826

3.
# C2H3PS

The molecule C2H3PS (ωB97M-V/def2-TZVPD, OMol25).

Output
**Total charge**: 0
**2S+1**: 3
**HOMO level (alpha / beta)**: -7.048 / -9.481 eV
**E_tot**: -22242.89612 eV

Each line ends with the Mulliken spin population.
Atoms and positions in Å:
C -0.28208 0.19966 -0.12698  -0.1337
C -1.57512 -0.64631 -0.16616  0.4203
P 1.16452 -0.65707 0.00014  0.4937
S -3.04514 0.03198 -0.04474  1.1924
H -0.41011 1.26638 -0.06515  -0.0203
H -1.43609 -1.71082 -0.28884  0.0432
H 2.02156 0.44527 0.15624  0.0044

4.
# C5H10N2

The molecule C5H10N2 (ωB97M-V/def2-TZVPD, OMol25).

Output
**Total charge**: 0
**HOMO level**: -6.595 eV
**E_tot**: -8324.23430 eV
**ΔE to the lowest compared entry with this formula, charge and spin**: 299.0 kJ/mol

Each line ends with the Mulliken charge.
Atoms and positions in Å:
C 1.91002 0.74800 -1.59693  -1.1757
C 1.79550 -0.41261 -0.68232  -0.0729
N 0.60126 -0.70118 -0.18114  -0.0854
C -0.59792 -0.19318 -0.51008  -0.8264
C -1.74978 -0.25509 0.40546  0.0444
C -1.57362 -0.47570 1.86447  -0.4674
N -1.97520 0.83946 1.38061  -0.6089
H 1.28812 1.57294 -1.20313  0.3301
H 1.54535 0.55623 -2.61774  0.2650
H 2.94561 1.08924 -1.67029  0.2982
H 2.63465 -1.00500 -0.34654  0.4173
H 0.58221 -1.39500 0.56194  0.2867
H -0.65285 0.38487 -1.42190  0.4193
H -2.69141 -0.59007 -0.03044  0.3557
H -2.33728 -1.01042 2.42402  0.2475
H -0.56918 -0.59652 2.27251  0.2553
H -1.15549 1.44402 1.35149  0.3173

5.
# C26H20BaBrN2O7PS2

A structure of composition C26H20BaBrN2O7PS2 (ωB97M-V/def2-TZVPD, OMol25).

Output
**Total charge**: -2
**HOMO level**: -0.152 eV
**E_tot**: -146302.16897 eV
**ΔE to the lowest compared entry with this formula, charge and spin**: 45.4 kJ/mol

Each line ends with the Mulliken charge.
Atoms and positions in Å:
Ba -0.29880 -1.05920 -0.10258  1.6698
O -1.69096 5.36819 -0.45879  -0.5817
C -0.38694 5.23999 -0.60599  0.3537
O 0.33407 6.19162 -0.83047  -0.6650
C 0.17429 3.86826 -0.50289  0.3004
C 1.52296 3.59048 -0.63109  -0.5626
N 1.67349 2.26867 -0.49909  0.1154
N 0.50767 1.65531 -0.26898  -0.3079
C -0.41696 2.60571 -0.25461  -0.0085
C -1.84127 2.20311 0.06061  0.5989
O -2.69828 3.11652 0.09334  -0.8985
O -2.03570 0.98736 0.27969  -0.6013
H -2.13755 4.46061 -0.28778  0.5168
H 2.35377 4.25508 -0.79346  0.5331
H 2.54161 1.73308 -0.36619  0.0015
S -5.09259 -5.32152 1.31634  -0.5670
P -4.26411 -3.81349 0.34754  0.8208
S -2.28906 -3.52630 0.53041  -0.4956
C -5.17764 -2.25856 0.69288  0.2220
C -6.56875 -2.30632 0.78432  -0.5032
C -7.29651 -1.14025 0.95439  -0.5625
C -6.64485 0.08739 1.03275  -0.4588
C -5.26284 0.14299 0.94960  -0.4707
C -4.53726 -1.03170 0.78624  -0.1072
C -4.60403 -3.97487 -1.45549  0.2691
C -5.03665 -5.17823 -1.99430  -0.2753
C -5.25586 -5.29745 -3.36177  -0.5216
C -5.05422 -4.21039 -4.19838  -0.3614
C -4.62905 -2.99981 -3.66317  -0.6788
C -4.40219 -2.88589 -2.30119  -0.4194
H -7.06657 -3.26731 0.73282  0.3233
H -8.37729 -1.18606 1.02529  0.3488
H -7.21801 0.99857 1.15798  0.3710
H -4.73090 1.08554 0.99252  0.3502
H -3.46073 -0.98276 0.72741  0.1367
H -5.20562 -6.01255 -1.32435  0.2946
H -5.58880 -6.24350 -3.77253  0.3496
H -5.22944 -4.30161 -5.26386  0.3513
H -4.47496 -2.14362 -4.30887  0.3767
H -4.07251 -1.94002 -1.88619  0.3455
Br 5.56432 -3.07835 -0.46061  -0.3150
C 5.06147 -1.22757 -0.25552  -0.2000
C 5.90666 -0.32626 -0.83316  -0.1526
C 5.70763 1.06774 -0.75092  -1.0041
C 4.65967 1.49360 0.07841  0.1663
C 3.78141 0.61605 0.66238  -1.4418
C 3.82209 -0.83619 0.41477  0.7524
C 2.73903 -1.55207 0.80793  0.5930
O 2.84144 -3.00898 0.89132  -0.3222
O 1.62826 -1.11892 1.36064  -1.0663
H 6.77029 -0.70980 -1.36548  0.3516
H 6.39735 1.75894 -1.21458  0.3302
H 4.55850 2.55297 0.31154  0.4736
H 3.04466 0.96336 1.37832  0.3560
C 1.90235 -5.14839 0.60058  -0.9392
C 1.94577 -3.69470 0.23103  0.7719
O 1.19358 -3.22872 -0.61709  -0.7662
H 2.55397 -5.35894 1.44352  0.2768
H 2.21225 -5.73540 -0.26473  0.2888
H 0.87014 -5.41276 0.83096  0.2446

6.
# C3H5O4P

The molecule C3H5O4P (ωB97M-V/def2-TZVPD, OMol25).

Output
**Total charge**: 0
**2S+1**: 3
**HOMO level (alpha / beta)**: -4.802 / -10.405 eV
**E_tot**: -20666.57110 eV
**ΔE to the lowest compared entry with this formula, charge and spin**: 0.0 kJ/mol

Each line ends with the Mulliken spin population.
Atoms and positions in Å:
C 0.11423 -1.66797 2.05833  0.6825
C -1.36144 -1.41313 1.73272  0.0813
C 0.98332 0.87636 -1.37262  -0.0016
O 0.55357 -1.79095 3.16287  0.9616
O 0.83888 -1.72629 0.95864  0.1494
O -1.51318 -1.44873 0.33288  0.0292
O 0.03665 0.23832 -0.53472  0.0078
P -0.15201 -1.36702 -0.52482  0.0188
H -1.98510 -2.19035 2.17954  0.0329
H -1.65208 -0.43948 2.13993  0.0380
H 1.86173 1.14986 -0.78626  0.0018
H 0.51574 1.77699 -1.77114  -0.0007
H 1.29209 0.23032 -2.19488  -0.0012